# 1
DFT (wB97M-V/def2-TZVPD) results for a structure of composition C6H8O2 at a distorted geometry.

- E_HOMO (eV) = -9.3
- DFT total energy (hartree) = -383.5819

Geometry as ORCA input:
```
! RIJCOSX wB97M-V def2-TZVPD def2/J DEFGRID3
* xyz 0 1
C 1.8812 0.0544 -0.3937
C -0.1232 -0.7790 -0.1184
C -1.7789 0.1544 -0.3066
C -0.7530 1.3034 -0.0353
C 0.7813 1.2050 -0.1941
C 0.0396 0.4646 0.8529
H 2.5813 0.5411 0.3963
H 2.4261 -0.4177 -1.4484
H -0.1267 -0.7756 -1.1791
H -2.8279 0.3680 0.0050
H -1.9364 0.1069 -1.3708
H -1.3588 2.2541 0.2866
H 1.3490 2.1311 -0.0424
H 0.5425 0.0543 1.8688
O 1.2795 -1.1476 0.2089
O -1.3959 -1.1872 0.1230
*
```


# 2
DFT (wB97M-V/def2-TZVPD) results for the molecule C10H13N3 at a distorted geometry.

- E_HOMO (eV) = -8.8
- structure (SMILES) = CC1=N[C@@](C)(n2cccn2)C=CC1
- DFT total energy (hartree) = -553.0305

Geometry as ORCA input:
```
! RIJCOSX wB97M-V def2-TZVPD def2/J DEFGRID3
* xyz 0 1
C -3.2996 -0.7897 0.0381
C -2.3735 -1.4023 0.9075
C -2.6013 0.0229 -0.8478
C 0.8389 0.9358 1.6777
C 0.2761 1.5752 0.6729
C 1.6695 -0.6159 0.0066
C 1.3517 -0.3858 1.4879
C -0.1551 0.8962 -0.5574
C 2.8624 -1.5075 -0.3853
C -0.2513 1.8037 -1.7257
N -1.1702 -0.9093 0.6077
N 1.0291 -0.0443 -0.9141
N -1.2894 0.0032 -0.3900
H -4.3601 -1.0089 -0.0103
H -2.3703 -2.1675 1.7436
H -2.9709 0.5175 -1.8412
H 1.1838 1.3417 2.6207
H 0.0724 2.6381 0.7207
H 2.2355 -0.7049 2.0903
H 0.5751 -1.1793 1.6783
H 3.7835 -1.2097 0.1788
H 3.0067 -1.4380 -1.5328
H 2.6961 -2.5647 -0.2088
H -0.5232 1.2545 -2.6040
H 0.7478 2.2724 -1.8865
H -0.9635 2.6666 -1.5268
*
```